# 1
{
  "formula": "C48H47BCsGeN10O2Se",
  "method": "ωB97M-V/def2-TZVPD",
  "spin_multiplicity": 1,
  "orbital_gap_ev": 7.09,
  "relative_energy_kj_mol": 33.7,
  "total_charge": -1,
  "homo_energy_ev": -5.7,
  "e_tot_ev": -192628.3985,
  "elements": ["Cs", "C", "C", "C", "C", "C", "N", "N", "B", "N", "N", "C", "C", "C", "C", "C", "N", "N", "C", "C", "C", "C", "C", "H", "H", "H", "H", "H", "H", "H", "H", "H", "H", "H", "H", "H", "H", "H", "H", "H", "H", "H", "H", "H", "H", "Se", "N", "C", "C", "C", "C", "C", "N", "C", "C", "N", "C", "C", "C", "C", "C", "N", "H", "H", "H", "H", "H", "H", "O", "C", "O", "C", "C", "Ge", "C", "C", "C", "C", "C", "C", "C", "C", "C", "C", "C", "C", "C", "C", "C", "C", "C", "C", "H", "H", "H", "H", "H", "H", "H", "H", "H", "H", "H", "H", "H", "H", "H", "H", "H", "H", "H"],
  "coordinates": [[0.613, 0.687, -0.270], [-3.304, -4.112, 3.142], [-2.077, -3.332, 3.500], [-1.036, -3.683, 4.380], [-0.152, -2.627, 4.325], [1.148, -2.491, 5.050], [-0.661, -1.719, 3.460], [-1.844, -2.155, 2.950], [-0.173, -0.327, 2.991], [-0.957, 0.837, 3.652], [-0.804, 2.055, 3.082], [-1.531, 2.900, 3.795], [-1.609, 4.346, 3.417], [-2.162, 2.224, 4.858], [-1.768, 0.905, 4.727], [-2.126, -0.241, 5.617], [1.349, -0.135, 3.243], [2.195, -0.712, 2.356], [3.423, -0.461, 2.782], [4.613, -0.953, 2.020], [3.378, 0.296, 3.970], [2.035, 0.482, 4.230], [1.428, 1.223, 5.376], [-3.806, -4.485, 4.036], [-3.991, -3.476, 2.586], [-3.054, -4.973, 2.517], [-0.927, -4.583, 4.964], [1.336, -3.409, 5.605], [1.972, -2.322, 4.357], [1.140, -1.661, 5.759], [-0.350, -0.224, 1.805], [-0.823, 4.581, 2.700], [-2.572, 4.582, 2.958], [-1.491, 4.987, 4.292], [-2.822, 2.628, 5.609], [-2.881, 0.091, 6.329], [-2.520, -1.086, 5.053], [-1.260, -0.594, 6.183], [4.287, -1.403, 1.083], [5.296, -0.134, 1.793], [5.165, -1.702, 2.591], [4.205, 0.668, 4.555], [2.227, 1.583, 6.023], [0.839, 2.075, 5.034], [0.769, 0.587, 5.970], [-2.830, 1.290, -7.360], [-2.971, 2.387, -5.972], [-2.639, 1.701, -4.910], [-2.611, 2.255, -3.557], [-2.942, 3.580, -3.300], [-2.896, 4.049, -2.010], [-2.495, 3.166, -1.011], [-2.168, 1.902, -1.232], [-2.232, 1.434, -2.486], [-1.956, -0.009, -2.708], [-1.709, -0.761, -1.631], [-1.427, -2.041, -1.794], [-1.381, -2.657, -3.041], [-1.669, -1.897, -4.152], [-1.970, -0.551, -3.996], [-2.287, 0.311, -5.131], [-2.318, -0.094, -6.373], [-3.251, 4.208, -4.127], [-3.166, 5.067, -1.769], [-2.423, 3.492, 0.022], [-1.243, -2.602, -0.884], [-1.138, -3.708, -3.126], [-1.658, -2.315, -5.150], [0.728, 0.334, -3.078], [1.935, 0.675, -3.054], [2.466, 1.402, -2.178], [2.830, 0.100, -4.158], [4.278, 0.614, -4.121], [4.379, 2.569, -4.410], [5.120, 2.957, -6.203], [5.403, 1.966, -7.142], [5.845, 2.291, -8.421], [6.009, 3.618, -8.783], [5.724, 4.621, -7.864], [5.280, 4.292, -6.593], [5.492, 3.513, -3.100], [5.170, 3.541, -1.740], [5.989, 4.206, -0.835], [7.140, 4.847, -1.269], [7.479, 4.816, -2.614], [6.660, 4.153, -3.521], [2.592, 3.382, -4.535], [1.828, 3.144, -5.674], [0.552, 3.675, -5.804], [0.022, 4.453, -4.788], [0.781, 4.724, -3.654], [2.059, 4.196, -3.532], [2.329, 0.325, -5.099], [2.800, -0.988, -4.054], [4.895, 0.041, -4.815], [4.690, 0.444, -3.126], [5.268, 0.927, -6.871], [6.056, 1.504, -9.136], [6.351, 3.871, -9.779], [5.843, 5.660, -8.149], [5.050, 5.085, -5.888], [4.290, 3.012, -1.405], [5.729, 4.213, 0.217], [7.775, 5.364, -0.560], [8.382, 5.306, -2.958], [6.940, 4.130, -4.568], [2.236, 2.538, -6.475], [-0.037, 3.471, -6.683], [-0.982, 4.855, -4.885], [0.361, 5.328, -2.858], [2.637, 4.366, -2.632]]
}

=====

# 2
{
  "formula": "C17H32CdNOP",
  "method": "ωB97M-V/def2-TZVPD",
  "spin_multiplicity": 1,
  "orbital_gap_ev": 7.88,
  "homo_energy_ev": -7.2,
  "e_tot_ev": -35535.0033,
  "elements": ["C", "C", "C", "C", "C", "C", "C", "C", "N", "Cd", "C", "P", "H", "H", "H", "H", "H", "H", "H", "H", "C", "C", "H", "C", "C", "H", "H", "H", "H", "H", "H", "H", "H", "H", "H", "H", "H", "H", "H", "C", "C", "C", "C", "O", "H", "H", "H", "H", "H", "H", "H", "H", "H"],
  "coordinates": [[2.566, 1.521, -3.410], [3.159, 0.792, -2.387], [2.397, 0.219, -1.358], [1.036, 0.378, -1.424], [0.412, 1.147, -2.389], [1.183, 1.712, -3.406], [3.134, -0.460, -0.231], [2.533, -0.180, 1.163], [3.127, 0.938, 1.852], [-0.235, -0.347, 0.069], [-1.072, 1.491, -2.277], [-1.416, 1.700, -0.460], [4.245, 0.675, -2.354], [0.700, 2.328, -4.173], [3.175, 1.953, -4.204], [-1.723, 0.668, -2.631], [-1.343, 2.403, -2.834], [3.138, -1.559, -0.345], [4.191, -0.141, -0.232], [1.427, -0.014, 1.076], [-3.174, 1.931, -0.244], [-0.607, 3.257, -0.028], [2.660, -1.069, 1.794], [2.799, 2.251, 1.310], [2.942, 0.874, 3.300], [-1.777, -1.229, 1.004], [3.360, 3.026, 1.852], [3.066, 2.305, 0.250], [1.721, 2.483, 1.412], [3.510, 1.672, 3.786], [1.881, 0.980, 3.586], [3.302, -0.094, 3.664], [-1.070, 4.088, -0.580], [-0.707, 3.443, 1.052], [0.462, 3.215, -0.272], [-3.513, 2.802, -0.820], [-3.724, 1.040, -0.578], [-3.400, 2.096, 0.820], [-1.085, -0.694, 1.733], [-1.586, -4.370, 0.417], [-2.461, -3.136, 0.467], [-3.441, -3.055, -0.691], [-3.139, -2.971, 1.810], [-1.559, -2.067, 0.163], [-2.222, -5.229, 0.524], [-0.847, -4.361, 1.225], [-1.048, -4.428, -0.535], [-4.106, -3.891, -0.598], [-4.010, -2.123, -0.655], [-2.909, -3.104, -1.647], [-2.413, -2.976, 2.630], [-3.739, -2.058, 1.870], [-3.799, -3.833, 1.934]]
}